Entry 1:
DFT (ωB97M-V with the def2-TZVPD basis set) results for a cluster of 18 separate species, C68H186N22O22 in total in a non-equilibrium geometry.

## Properties
M, g mol⁻¹: 1664.368
LUMO, eV: -0.02
Highest occupied orbital energy, eV: -8.85

Positions of all 298 atoms, in Å:
C  -3.629  3.462  -8.015
O  -3.290  2.388  -7.602
N  -4.853  3.828  -8.280
N  -2.777  4.415  -8.095
H  -5.123  4.724  -8.660
H  -5.646  3.235  -8.082
H  -1.805  4.239  -7.888
H  -3.100  5.364  -8.225
C  2.769  1.857  -8.259
O  2.594  2.918  -7.671
N  3.896  1.603  -8.821
N  1.871  0.920  -8.286
H  4.124  0.677  -9.152
H  4.634  2.285  -8.719
H  2.127  0.055  -8.742
H  1.123  0.951  -7.608
C  4.731  -6.345  8.934
O  5.212  -5.424  9.583
N  5.233  -7.541  8.795
N  3.415  -6.367  8.599
H  4.699  -8.285  8.370
H  6.159  -7.672  9.178
H  2.816  -5.632  8.948
H  2.955  -7.254  8.450
C  2.892  -5.843  -2.756
O  3.464  -6.335  -1.777
N  2.606  -4.549  -2.884
N  2.511  -6.515  -3.789
H  2.230  -4.297  -3.787
H  2.785  -3.801  -2.230
H  2.698  -7.503  -3.887
H  2.043  -5.985  -4.510
C  13.666  2.265  1.141
O  14.008  3.506  0.505
C  13.425  3.546  -0.723
C  11.866  3.506  -0.633
N  11.354  4.530  0.225
C  10.015  4.148  0.623
C  9.623  4.998  1.850
O  10.120  4.416  3.058
C  9.737  5.048  4.279
H  12.879  2.498  1.858
H  14.475  2.046  1.838
H  13.408  1.412  0.514
H  13.772  2.682  -1.291
H  13.767  4.412  -1.289
H  11.638  2.549  -0.163
H  11.446  3.620  -1.633
H  11.951  4.566  1.039
H  9.786  3.121  0.905
H  9.290  4.328  -0.170
H  8.536  5.070  1.889
H  10.077  5.987  1.778
H  8.655  4.921  4.330
H  9.879  6.124  4.174
H  10.283  4.705  5.158
C  -1.891  1.620  -0.640
O  -0.544  1.380  -0.446
C  0.148  0.828  -1.598
C  1.681  0.964  -1.396
N  2.133  0.190  -0.208
C  3.425  0.603  0.271
C  3.922  -0.355  1.328
O  3.036  -0.314  2.519
C  3.449  -1.171  3.524
H  -2.205  1.401  -1.661
H  -2.061  2.667  -0.388
H  -2.613  1.105  -0.005
H  -0.124  1.521  -2.394
H  -0.159  -0.110  -2.061
H  1.903  2.023  -1.261
H  2.132  0.614  -2.324
H  1.484  0.383  0.541
H  3.332  1.616  0.662
H  4.212  0.690  -0.479
H  4.943  -0.196  1.672
H  3.937  -1.368  0.924
H  4.341  -0.773  4.008
H  3.532  -2.206  3.192
H  2.627  -1.286  4.231
C  15.739  -4.697  -6.552
O  14.493  -4.578  -6.009
C  13.398  -5.064  -6.782
C  12.180  -5.219  -5.869
N  11.837  -3.932  -5.207
C  10.503  -3.901  -4.571
C  10.455  -2.614  -3.676
O  10.439  -1.405  -4.459
C  9.335  -1.206  -5.260
H  16.549  -4.388  -5.891
H  15.826  -4.002  -7.387
H  15.883  -5.743  -6.820
H  13.714  -6.041  -7.148
H  13.292  -4.342  -7.591
H  12.262  -6.004  -5.117
H  11.328  -5.529  -6.474
H  12.423  -3.769  -4.401
H  10.371  -4.769  -3.926
H  9.761  -3.822  -5.366
H  11.288  -2.597  -2.974
H  9.574  -2.784  -3.057
H  9.689  -1.185  -6.291
H  8.942  -0.190  -5.231
H  8.604  -2.003  -5.124
C  -16.678  0.892  8.636
O  -16.489  0.876  7.188
C  -16.799  -0.369  6.599
C  -16.224  -0.409  5.147
N  -14.749  -0.470  5.260
C  -14.117  -0.614  3.926
C  -12.546  -0.384  4.012
O  -11.887  -0.834  2.834
C  -10.494  -0.734  2.892
H  -15.805  0.396  9.059
H  -17.668  0.633  9.013
H  -16.427  1.879  9.024
H  -17.883  -0.410  6.492
H  -16.427  -1.233  7.148
H  -16.497  0.511  4.630
H  -16.672  -1.113  4.444
H  -14.418  0.434  5.566
H  -14.484  0.080  3.169
H  -14.312  -1.613  3.537
H  -12.094  -0.903  4.858
H  -12.243  0.659  4.099
H  -10.124  0.291  2.903
H  -9.944  -1.315  2.152
H  -10.237  -1.080  3.893
C  11.002  -10.010  5.734
C  11.060  -8.779  4.735
C  9.716  -8.060  4.546
O  8.926  -9.011  3.845
C  7.691  -8.591  3.172
N  11.996  -7.918  5.393
H  11.903  -10.075  6.345
H  11.015  -10.944  5.173
H  10.066  -9.980  6.292
H  11.531  -9.105  3.808
H  9.813  -7.113  4.015
H  9.323  -7.756  5.516
H  7.308  -9.363  2.505
H  7.978  -7.743  2.550
H  6.938  -8.237  3.876
H  11.608  -7.605  6.272
H  12.783  -8.470  5.701
C  -3.647  -6.505  -1.961
C  -4.294  -5.111  -2.078
C  -3.648  -4.098  -1.162
O  -4.023  -4.264  0.195
C  -3.322  -3.275  0.932
N  -4.177  -4.732  -3.483
H  -4.252  -7.240  -2.492
H  -3.467  -6.768  -0.919
H  -2.639  -6.511  -2.375
H  -5.336  -5.249  -1.790
H  -4.087  -3.158  -1.497
H  -2.580  -4.086  -1.380
H  -3.626  -3.263  1.978
H  -3.673  -2.306  0.575
H  -2.242  -3.426  0.946
H  -4.693  -5.398  -4.041
H  -4.732  -3.890  -3.533
C  -3.083  5.988  3.906
C  -3.528  7.441  3.659
C  -2.339  8.346  4.042
O  -2.518  9.731  3.823
C  -1.360  10.489  4.050
N  -3.933  7.532  2.325
H  -3.906  5.298  3.722
H  -2.772  5.887  4.946
H  -2.253  5.608  3.310
H  -4.416  7.584  4.275
H  -1.462  7.972  3.515
H  -2.156  8.296  5.116
H  -0.362  10.051  4.047
H  -1.472  11.040  4.984
H  -1.356  11.262  3.282
H  -3.279  7.055  1.722
H  -4.122  8.477  2.023
C  3.818  7.980  8.787
C  2.383  7.447  8.727
C  2.198  6.344  7.593
O  2.553  6.945  6.381
C  2.548  5.963  5.370
N  2.110  6.816  10.038
H  3.859  8.725  9.582
H  4.055  8.550  7.889
H  4.533  7.160  8.843
H  1.733  8.299  8.527
H  1.161  6.028  7.484
H  2.739  5.423  7.811
H  1.744  5.236  5.490
H  3.438  5.414  5.678
H  2.617  6.144  4.298
H  2.798  6.086  10.164
H  2.253  7.486  10.780
C  -0.388  -12.722  3.262
C  -0.075  -11.871  2.003
C  0.552  -10.570  2.458
O  -0.417  -9.765  3.062
C  0.038  -8.419  3.127
N  0.848  -12.599  1.201
H  -0.767  -13.716  3.026
H  -0.909  -12.171  4.045
H  0.538  -12.981  3.776
H  -0.931  -11.748  1.340
H  1.025  -10.030  1.638
H  1.360  -10.800  3.152
H  -0.617  -7.804  3.743
H  -0.114  -8.004  2.131
H  1.051  -8.247  3.492
H  1.547  -12.878  1.874
H  0.339  -13.414  0.888
C  -5.783  -1.325  8.477
C  -4.838  -0.485  9.342
C  -3.792  0.298  8.433
O  -2.985  -0.622  7.691
C  -1.916  -0.060  6.933
N  -5.699  0.236  10.235
H  -6.496  -1.984  8.972
H  -5.107  -2.021  7.979
H  -6.193  -0.696  7.686
H  -4.317  -1.130  10.049
H  -3.425  1.082  9.096
H  -4.347  0.892  7.707
H  -2.337  0.725  6.304
H  -1.423  -0.794  6.295
H  -1.120  0.359  7.549
H  -6.263  -0.463  10.696
H  -5.102  0.436  11.025
C  -9.650  -2.768  -5.571
C  -9.003  -1.707  -6.465
C  -9.933  -0.574  -6.940
O  -9.403  0.377  -7.923
C  -10.364  1.095  -8.579
N  -7.980  -1.005  -5.717
H  -8.913  -3.493  -5.226
H  -10.276  -3.457  -6.136
H  -10.291  -2.409  -4.766
H  -8.579  -2.227  -7.324
H  -10.329  -0.052  -6.069
H  -10.657  -1.187  -7.477
H  -9.941  1.659  -9.410
H  -11.012  1.729  -7.973
H  -11.128  0.511  -9.092
H  -8.417  -0.378  -5.056
H  -7.330  -0.484  -6.289
C  -0.353  -5.907  -9.233
C  -0.849  -4.429  -9.172
C  -2.256  -4.255  -9.786
O  -2.391  -4.347  -11.235
C  -3.779  -4.306  -11.599
N  -0.877  -4.111  -7.770
H  -0.278  -6.256  -10.263
H  -1.018  -6.588  -8.702
H  0.642  -6.083  -8.824
H  -0.075  -3.909  -9.736
H  -2.501  -3.218  -9.554
H  -2.928  -4.871  -9.189
H  -4.445  -3.689  -10.996
H  -4.232  -5.297  -11.615
H  -3.754  -4.088  -12.667
H  -1.763  -4.467  -7.439
H  -1.059  -3.119  -7.738
C  -7.939  7.525  -3.679
C  -8.940  8.556  -4.261
C  -9.973  8.963  -3.238
O  -10.588  10.175  -3.714
C  -11.549  10.766  -2.843
N  -8.334  9.673  -4.978
H  -7.241  7.917  -2.938
H  -7.244  7.198  -4.452
H  -8.396  6.685  -3.156
H  -9.502  7.988  -5.002
H  -9.448  9.147  -2.301
H  -10.805  8.259  -3.250
H  -11.028  10.969  -1.908
H  -12.408  10.123  -2.649
H  -11.988  11.662  -3.281
H  -7.584  10.060  -4.423
H  -7.882  9.306  -5.803
C  0.246  10.496  -1.955
C  0.001  9.443  -2.909
C  0.116  8.006  -2.312
O  1.525  7.698  -1.860
C  2.559  7.892  -2.769
N  -1.302  9.686  -3.407
H  -0.333  10.485  -1.032
H  0.076  11.513  -2.310
H  1.299  10.469  -1.677
H  0.622  9.523  -3.801
H  -0.157  7.265  -3.063
H  -0.579  7.789  -1.501
H  2.491  7.383  -3.730
H  3.527  7.538  -2.412
H  2.765  8.942  -2.977
H  -1.556  9.030  -4.132
H  -2.031  9.613  -2.712



Entry 2:
DFT (ωB97M-V with the def2-TZVPD basis set) results for a cluster of 5 separate species, C68H54NO13 in total in a non-equilibrium geometry.

## Properties
M, g mol⁻¹: 1093.174
LUMO, eV: 0.13
Total charge: -1
Energy above the lowest of the compared OMol25 structures with the same formula, charge and spin, kJ/mol: 620.7
Highest occupied orbital energy, eV: -4.55

Positions of all 136 atoms, in Å:
C  2.735  0.075  0.572
C  3.200  -1.335  0.464
C  4.589  -1.858  -0.232
C  4.607  -1.815  -1.871
C  3.627  -2.908  -2.606
O  2.214  -2.850  -2.200
C  1.450  -1.849  -2.961
C  -0.146  -2.015  -2.489
O  -0.990  -0.974  -3.118
C  -1.412  0.049  -2.145
C  -2.689  -0.518  -1.275
N  4.349  -0.454  -2.481
C  5.462  0.534  -2.212
C  4.778  2.050  -2.389
O  3.305  1.845  -2.187
C  6.163  -2.238  -2.316
O  7.234  -2.074  -1.532
O  6.405  -2.810  -3.665
H  1.700  0.330  0.035
H  3.314  0.886  1.197
H  2.501  -2.167  0.943
H  5.480  -1.206  0.221
H  4.762  -2.979  0.097
H  4.022  -3.983  -2.287
H  3.755  -2.827  -3.785
H  1.583  -1.901  -4.124
H  1.729  -0.730  -2.653
H  -0.524  -3.112  -2.666
H  -0.159  -1.771  -1.321
H  -0.555  0.451  -1.456
H  -1.804  0.977  -2.784
H  -2.320  -1.247  -0.435
H  -3.293  0.413  -0.847
H  -3.380  -1.138  -2.020
H  4.330  -0.578  -3.531
H  6.334  0.455  -3.024
H  5.982  0.399  -1.168
H  4.885  2.438  -3.496
H  5.175  2.800  -1.576
H  2.849  1.815  -3.099
C  5.523  -5.099  2.648
C  4.249  -4.790  2.172
C  3.205  -4.560  3.069
C  3.433  -4.651  4.448
C  4.700  -4.984  4.923
C  5.751  -5.197  4.022
C  4.940  -5.131  6.373
O  6.054  -5.420  6.792
C  3.816  -4.934  7.310
C  4.015  -5.127  8.684
C  2.961  -4.930  9.578
C  1.711  -4.531  9.106
C  1.508  -4.343  7.738
C  2.561  -4.555  6.838
C  2.326  -4.388  5.390
O  1.227  -4.042  4.974
H  6.339  -5.270  1.949
H  4.069  -4.726  1.101
H  2.215  -4.314  2.690
H  6.747  -5.444  4.386
H  4.989  -5.436  9.061
H  3.117  -5.085  10.643
H  0.891  -4.370  9.803
H  0.528  -4.036  7.377
C  -4.446  5.641  2.416
C  -4.019  6.957  2.597
C  -2.823  7.388  2.023
C  -2.044  6.497  1.274
C  -2.458  5.176  1.114
C  -3.668  4.750  1.676
C  -1.620  4.215  0.368
O  -1.985  3.055  0.224
C  -0.332  4.670  -0.193
C  0.499  3.755  -0.853
C  1.713  4.180  -1.398
C  2.094  5.517  -1.295
C  1.270  6.430  -0.634
C  0.059  6.002  -0.073
C  -0.788  6.967  0.655
O  -0.452  8.142  0.750
H  -5.383  5.308  2.856
H  -4.619  7.648  3.185
H  -2.498  8.418  2.164
H  -4.005  3.723  1.544
H  0.208  2.710  -0.940
H  2.359  3.467  -1.905
H  3.036  5.850  -1.726
H  1.577  7.471  -0.553
C  -0.980  6.258  -8.798
C  -2.254  6.567  -9.274
C  -3.298  6.797  -8.377
C  -3.070  6.706  -6.998
C  -1.803  6.373  -6.523
C  -0.752  6.160  -7.425
C  -1.563  6.226  -5.073
O  -0.449  5.937  -4.654
C  -2.687  6.423  -4.136
C  -2.488  6.230  -2.763
C  -3.542  6.427  -1.868
C  -4.792  6.826  -2.340
C  -4.995  7.014  -3.708
C  -3.942  6.803  -4.608
C  -4.176  6.969  -6.056
O  -5.276  7.315  -6.472
H  -0.164  6.088  -9.497
H  -2.434  6.631  -10.345
H  -4.288  7.043  -8.756
H  0.244  5.913  -7.060
H  -1.514  5.922  -2.386
H  -3.386  6.272  -0.803
H  -5.612  6.987  -1.643
H  -5.975  7.321  -4.070
C  -0.041  -5.892  1.719
C  -0.413  -6.631  0.596
C  -1.762  -6.887  0.343
C  -2.742  -6.414  1.224
C  -2.369  -5.697  2.360
C  -1.016  -5.426  2.602
C  -3.391  -5.236  3.322
O  -3.064  -4.603  4.319
C  -4.810  -5.556  3.071
C  -5.783  -5.175  4.004
C  -7.129  -5.462  3.767
C  -7.507  -6.120  2.597
C  -6.539  -6.506  1.668
C  -5.187  -6.232  1.911
C  -4.167  -6.675  0.940
O  -4.498  -7.257  -0.087
H  1.009  -5.685  1.911
H  0.347  -7.005  -0.086
H  -2.045  -7.460  -0.538
H  -0.718  -4.855  3.480
H  -5.497  -4.659  4.918
H  -7.883  -5.170  4.495
H  -8.556  -6.338  2.409
H  -6.841  -7.023  0.760



Record order is preserved below.
HOMO-LUMO gap: 8.835, 4.689 eV